Density functional theory data (the ωB97M-V functional and the def2-TZVPD basis) for 2 unconnected molecules or ions with the total composition C35H59N3O5PS at a distorted geometry.

Values from the calculation:
net charge	+1
E	-2648.58697	Eh
HOMO energy	-11.394	eV
largest force on an atom	5.43	eV/Å

Each line ends with the Löwdin charge.
Atoms and positions in Å:
C: -0.24918 2.11148 4.43596  -0.12
C: -1.85187 2.08194 4.42910  -0.23
C: -2.48138 2.17940 2.97402  -0.23
C: -3.41308 3.46249 2.76685  -0.19
C: -2.71299 4.62371 1.93688  -0.20
C: -3.28471 4.75005 0.44532  -0.19
C: -2.53876 3.62866 -0.39130  -0.23
C: -3.17904 3.32695 -1.79945  -0.19
C: -2.07136 2.75016 -2.78503  -0.17
C: -2.43140 1.39160 -3.50413  -0.17
C: -2.27942 0.07513 -2.62811  -0.44
P: -3.86983 -0.13503 -1.65367  0.48
S: -3.57669 0.06360 0.28177  0.23
C: -2.26055 -1.07915 -3.77799  -0.31
N: -3.52316 -1.43337 -4.41887  0.05
C: -1.33298 -2.27829 -3.15563  -0.18
C: -2.05894 -3.66296 -3.30160  -0.10
C: -1.28088 -4.87496 -2.67513  -0.21
C: 0.10716 -5.06706 -3.15657  -0.05
C: 0.96669 -6.11921 -2.63349  -0.03
C: 0.43015 -7.00872 -1.57752  -0.23
C: 1.39526 -8.09570 -1.00589  -0.06
C: -0.95676 -6.82958 -1.12260  -0.03
C: -1.83651 -5.76092 -1.64922  -0.03
N: -1.02554 -1.76465 -1.77468  0.01
C: 0.02066 -2.42571 -0.97923  -0.15
C: -0.23951 -3.07973 0.30470  0.02
C: 0.75707 -3.78471 1.10501  -0.09
N: 2.05412 -3.84796 0.70303  0.07
C: 2.32204 -3.24354 -0.48070  -0.13
C: 1.44163 -2.54239 -1.40414  0.01
C: -0.89739 -0.27920 -1.96312  -0.15
C: -0.29441 0.61921 -0.81485  -0.14
O: 0.78077 1.46301 -1.22648  -0.10
C: 1.99656 0.74814 -1.40339  -0.24
O: 3.07967 1.64446 -1.65914  -0.09
C: 3.77268 1.21622 -2.84159  -0.19
C: 5.19317 1.90939 -2.99174  -0.21
O: 6.19846 0.98933 -3.44328  -0.08
H: 0.16822 2.14953 3.38733  0.07
H: 0.10270 3.01155 5.01153  0.07
H: 0.19461 1.22540 4.94356  0.04
H: -2.18398 2.91720 5.10502  0.09
H: -2.13468 1.12970 4.96360  0.10
H: -3.13108 1.26191 2.86133  0.06
H: -1.64480 2.19706 2.22847  0.07
H: -4.38613 3.13254 2.30929  0.10
H: -3.66274 3.82843 3.80627  0.10
H: -1.61799 4.33635 1.87582  0.11
H: -2.73887 5.59573 2.49339  0.10
H: -4.38214 4.53991 0.51077  0.11
H: -3.02099 5.76533 0.05611  0.11
H: -2.52470 2.71909 0.28155  0.05
H: -1.45434 3.92927 -0.49910  0.12
H: -3.52143 4.32444 -2.20933  0.12
H: -4.10526 2.70064 -1.71482  0.08
H: -1.95704 3.51624 -3.60960  0.12
H: -1.09753 2.75057 -2.23482  0.09
H: -1.77694 1.33578 -4.42510  0.12
H: -3.48458 1.45419 -3.89780  0.12
H: -4.88799 0.71123 -2.16756  0.01
H: -4.35132 -1.48438 -1.81013  -0.01
H: -1.63205 -0.77027 -4.66548  0.15
H: -4.14943 -1.97229 -3.82483  0.05
H: -3.40514 -1.84599 -5.34065  0.10
H: -0.43148 -2.32376 -3.81618  0.15
H: -2.10516 -3.87470 -4.41159  0.14
H: -3.12805 -3.66034 -2.95469  0.11
H: 0.53388 -4.38168 -3.93621  0.11
H: 2.01469 -6.19482 -3.01728  0.11
H: 1.18335 -9.13551 -1.35172  0.09
H: 1.34959 -8.00469 0.11955  0.09
H: 2.44451 -7.78296 -1.27650  0.08
H: -1.38878 -7.48485 -0.32051  0.11
H: -2.88205 -5.61423 -1.27039  0.11
H: -1.88588 -2.06196 -1.26873  0.16
H: -1.29703 -3.06790 0.68553  0.12
H: 0.41689 -4.27043 2.05570  0.13
H: 3.39786 -3.29069 -0.80469  0.12
H: 1.79611 -2.08847 -2.36476  0.11
H: -0.16278 -0.22331 -2.82436  0.17
H: -1.11902 1.31293 -0.48390  0.09
H: 0.02883 0.06612 0.10720  0.14
H: 1.88262 0.13641 -2.35528  0.10
H: 2.21344 0.02788 -0.56774  0.15
H: 3.18279 1.42321 -3.78902  0.14
H: 3.96868 0.10038 -2.84271  0.13
H: 5.11555 2.73635 -3.75810  0.13
H: 5.52248 2.33794 -2.01159  0.13
H: 5.90591 0.63720 -4.30109  0.09
O: 2.12517 1.23531 5.40905  0.07
C: 3.12831 1.81423 5.74418  -0.51
O: 3.07631 2.72787 6.72720  0.01
C: 4.23143 3.31342 7.34232  -0.23
C: 4.71203 4.52182 6.56559  -0.07
C: 4.42711 1.60193 5.01011  0.01
H: 5.01731 2.57010 7.48940  0.11
H: 3.91602 3.63057 8.33846  0.12
H: 5.02679 4.25091 5.55627  0.07
H: 5.55360 4.99552 7.07377  0.08
H: 3.90714 5.25191 6.46184  0.09
H: 4.46344 2.26513 4.14519  0.10
H: 4.46443 0.56759 4.66866  0.09
H: 5.30990 1.75436 5.62811  0.07

Density functional theory data (the ωB97M-V functional and the def2-TZVPD basis) for a molecular structure, C35H59N7OPZr at a distorted geometry.

Values from the calculation:
relative energy (zero: lowest compared OMol25 entry of this formula, charge and spin)	0.0	kcal per mole
net charge	+1
E	-2216.03821	Eh
HOMO energy	-10.022	eV
largest force on an atom	1.22	eV/Å

Each line ends with the Löwdin charge.
Atoms and positions in Å:
Zr: -1.48416 -0.11722 -0.97306  1.70
C: -1.02738 -3.16012 -1.18662  -0.06
N: -2.13201 -2.31494 -0.65430  -0.30
C: -3.37478 -2.62049 -1.42252  -0.04
C: -2.40756 -2.54632 0.77290  -0.23
C: -2.53950 -3.82508 1.27386  -0.03
C: -2.95579 -4.01619 2.58642  -0.08
C: -3.28440 -2.90923 3.35186  -0.07
C: -3.14966 -1.62014 2.85156  -0.02
C: -2.65721 -1.40967 1.56254  -0.25
N: -2.42460 -0.17864 0.94740  -0.10
C: -2.56481 1.09747 1.51814  -0.23
C: -2.38221 1.43643 2.85987  -0.03
C: -2.50095 2.75522 3.27916  -0.07
C: -2.80326 3.76510 2.38078  -0.07
C: -2.95863 3.45498 1.03495  -0.03
C: -2.81782 2.14645 0.61316  -0.22
N: -2.90150 1.76857 -0.79953  -0.30
C: -2.65312 2.87900 -1.73570  -0.06
C: -4.25368 1.20742 -1.09215  -0.04
H: -1.31638 -4.21307 -1.17648  0.09
H: -0.13442 -3.00658 -0.58592  0.07
H: -0.82184 -2.86588 -2.21471  0.07
H: -3.53456 -3.70111 -1.42563  0.10
H: -3.27252 -2.25907 -2.44407  0.07
H: -4.21842 -2.13096 -0.93741  0.10
H: -2.33951 -4.68046 0.64256  0.11
H: -3.05132 -5.01426 2.98775  0.11
H: -3.65813 -3.04276 4.35831  0.11
H: -3.43479 -0.78274 3.46696  0.10
H: -2.10921 0.67729 3.57611  0.10
H: -2.35195 2.98977 4.32450  0.11
H: -2.90277 4.78777 2.71491  0.11
H: -3.16698 4.24224 0.32562  0.11
H: -3.47176 3.60322 -1.71199  0.10
H: -2.57986 2.46956 -2.74180  0.07
H: -1.72246 3.38083 -1.47302  0.09
H: -5.00466 1.98953 -0.95456  0.11
H: -4.46016 0.39966 -0.39079  0.09
H: -4.27426 0.83797 -2.11727  0.09
C: -2.70726 0.37079 -5.06207  -0.03
C: -1.54559 -0.09838 -4.19942  -0.68
C: -0.39594 0.89871 -4.25121  -0.04
C: -1.06927 -1.47812 -4.62370  -0.04
O: -2.03264 -0.19326 -2.84357  -0.40
H: -2.38770 0.48711 -6.09888  0.09
H: -3.08159 1.33654 -4.72016  0.07
H: -3.52892 -0.34593 -5.03742  0.09
H: 0.13549 0.80707 -5.20076  0.10
H: 0.32648 0.71514 -3.44989  0.05
H: -0.75460 1.92777 -4.17783  0.08
H: -0.84090 -1.48819 -5.69059  0.09
H: -1.83555 -2.23214 -4.43847  0.08
H: -0.16057 -1.75908 -4.08732  0.08
N: 0.49261 -0.21790 -0.94560  -0.35
P: 1.55442 0.08496 0.19289  0.57
N: 3.04948 0.02456 -0.49515  -0.21
C: 3.20726 0.20726 -1.94674  -0.21
C: 4.64745 -0.08892 -2.36292  -0.18
C: 5.18225 -1.28039 -1.58140  -0.18
C: 5.28897 -0.92090 -0.09223  -0.17
C: 4.28907 0.18016 0.27149  -0.20
N: 1.16934 1.52285 0.93047  -0.19
C: 0.62799 2.65259 0.17754  -0.22
C: 1.67284 3.71938 -0.12018  -0.17
C: 2.27832 4.23243 1.18019  -0.19
C: 2.84313 3.06702 1.97841  -0.17
C: 1.80023 1.97507 2.18400  -0.19
N: 1.67382 -0.94521 1.47229  -0.20
C: 2.29542 -2.26592 1.29032  -0.19
C: 2.94721 -2.71925 2.58650  -0.18
C: 1.93164 -2.74667 3.72303  -0.19
C: 1.21174 -1.40808 3.83350  -0.17
C: 0.61839 -1.00832 2.49253  -0.20
H: 2.91928 1.22042 -2.25278  0.11
H: 2.53197 -0.48669 -2.44807  0.09
H: 5.28984 0.77962 -2.19585  0.11
H: 4.66322 -0.27488 -3.43794  0.12
H: 6.15058 -1.59940 -1.96694  0.11
H: 4.50381 -2.12745 -1.71813  0.11
H: 6.29607 -0.57498 0.15063  0.12
H: 5.11286 -1.80286 0.52594  0.09
H: 4.71748 1.16760 0.06860  0.11
H: 4.05966 0.15464 1.33708  0.11
H: -0.18344 3.08962 0.77217  0.11
H: 0.20036 2.29073 -0.76308  0.08
H: 1.20433 4.53005 -0.68401  0.12
H: 2.45483 3.29545 -0.75978  0.11
H: 1.49134 4.72653 1.76141  0.12
H: 3.04575 4.98322 0.98881  0.11
H: 3.19877 3.39756 2.95666  0.12
H: 3.70776 2.65190 1.45404  0.10
H: 0.99580 2.35823 2.82658  0.13
H: 2.23329 1.11759 2.69338  0.09
H: 3.01635 -2.21523 0.47848  0.09
H: 1.51964 -2.98906 0.99981  0.11
H: 3.76452 -2.03251 2.82949  0.11
H: 3.39187 -3.70560 2.44013  0.12
H: 2.41065 -3.00982 4.66624  0.11
H: 1.19186 -3.52931 3.51843  0.12
H: 1.91255 -0.63465 4.16347  0.11
H: 0.41566 -1.45683 4.57960  0.12
H: 0.10243 -0.05026 2.54559  0.09
H: -0.12315 -1.75994 2.19058  0.11